<a>
CH5NS | ωB97M-V with the def2-TZVPD basis set

SMILES: C=N.S

Each atom is followed by the atoms it is bonded to, with distances in Å.
Positions of all 8 atoms, in Å:
1 C 1.76521 -0.83231 -0.29143  N2 1.267, H3 1.089, H4 1.089
2 N 0.94098 0.05768 0.07466  C1 1.267, H5 1.020
3 H 2.73288 -0.59071 -0.72948  C1 1.089
4 H 1.50140 -1.88069 -0.16377  C1 1.089
5 H 1.31774 0.98783 -0.10655  N2 1.020
6 S -2.36720 0.45453 0.01976  H7 1.337, H8 1.340
7 H -2.22730 1.01411 1.22648  S6 1.337
8 H -3.66371 0.78955 -0.02966  S6 1.340

The computed Mulliken charges, all in e, follow:
1. C -0.291
2. N -0.364
3. H 0.213
4. H 0.244
5. H 0.211
6. S -0.289
7. H 0.132
8. H 0.145

=====

<b>
CH5NS | ωB97M-V with the def2-TZVPD basis set

Each atom is followed by the atoms it is bonded to, with distances in Å.
Positions of all 8 atoms, in Å:
1 C -0.41723 -1.01291 0.82920  S3 1.849, H4 1.094, H5 1.048, H6 1.158
2 N 0.91542 1.17249 -1.60963  H7 0.979, H8 1.097
3 S -1.08659 0.61991 0.27615  C1 1.849
4 H 0.39978 -0.97937 1.55668  C1 1.094
5 H -0.19858 -1.46749 -0.08948  C1 1.048
6 H -1.31916 -1.40898 1.43764  C1 1.158
7 H 0.27352 1.89666 -1.75795  N2 0.979
8 H 1.43284 1.17968 -0.64261  N2 1.097

The computed Mulliken charges, all in e, follow:
1. C -0.696
2. N -0.510
3. S -0.092
4. H 0.281
5. H 0.265
6. H 0.264
7. H 0.227
8. H 0.262

=====

Energetically preferred structure: <a> | next structure: +3.323 eV